No. 1
A structure of composition C32H20B4F12O41V at a distorted geometry. Source: OMol25; level of theory: ωB97M-V/def2-TZVPD.

Positions of all 110 atoms, in Å:
V -0.7637 -0.1375 -0.3726
F -1.6594 -4.5073 -1.0404
F -2.3023 3.9631 -3.7486
F -3.3840 -4.6009 0.3382
F -3.5189 1.5036 2.7460
F 2.8103 1.2956 -4.3738
F 2.9683 1.0849 -2.2443
F -1.5960 -5.6791 0.7377
F -3.7198 5.3419 -2.9008
F 2.3187 2.9552 -3.0137
F -3.5889 -0.2098 4.0232
F -4.4000 3.3983 -3.3619
F -3.6797 1.7143 4.9439
O 6.6652 -1.0804 -1.8929
O 4.4732 -5.6878 1.7916
O -0.9579 0.3742 3.2857
O 4.4906 -1.1553 1.6279
O 3.9569 5.5333 4.0222
O 4.2857 -3.0157 -3.5248
O -1.1840 -3.6927 2.2424
O 1.1966 -4.4127 -0.5658
O 1.8022 3.0488 1.2552
O 3.9218 0.7400 0.5559
O 3.8679 -2.7185 3.4304
O 3.1578 -3.8423 -1.5581
O -4.2915 -4.0485 -3.9269
O 2.4860 5.0512 2.3922
O -2.2205 -0.6140 -1.9012
O 2.3726 -1.9231 -2.5965
O -0.0217 4.7297 -1.2054
O -5.4752 -3.6712 -1.9396
O 5.6623 3.7869 2.3180
O 1.7989 5.0783 0.0472
O -6.7116 -5.5358 -2.0012
O -2.2932 2.5078 -1.3639
O -3.1972 4.3730 -0.5829
O -1.3366 -2.2490 0.5405
O -5.2863 -6.0104 -4.5153
O -1.0629 1.9642 4.8282
O -5.0903 -1.8164 -3.4525
O 4.3428 -4.6816 4.4933
O 0.0328 2.1260 0.1655
O 4.1483 -3.5350 1.2906
O -3.2538 -2.5468 -2.2173
O 6.1939 -2.4394 -4.5408
O 0.2310 1.3767 -4.3151
O 2.2891 -2.0242 1.7658
O 4.6084 -1.8582 -1.4963
O -1.7672 0.3657 0.6375
O -4.5376 0.3742 -3.4247
O 1.2398 -0.4747 0.5300
O 0.2354 -2.0290 -1.9460
O 0.2546 0.8319 -2.1576
O 3.9569 4.0611 0.8740
C -1.6071 1.0992 3.9912
C -2.9097 3.5094 -1.5522
C 4.2659 -4.5428 2.1095
C -0.4568 -2.7883 3.1113
C 3.6708 5.0669 2.9560
C -3.3337 4.0652 -2.9260
C -5.9200 -4.7863 -2.4913
C -2.9704 3.9488 0.7598
C -1.4775 -3.3400 1.0081
C 0.8346 2.9976 0.3389
C 3.6727 -0.3168 1.0486
C -4.3881 -0.7853 -3.1344
C 5.4441 -2.3832 -3.6109
C 1.3621 -2.4630 -1.9707
C 2.2243 -0.9196 1.0751
C -2.0465 -4.5408 0.2214
C 0.7875 4.3863 -0.3898
C 2.2821 1.6442 -3.2175
C 0.3318 2.2901 4.7791
C 1.8911 -3.7412 -1.2775
C 5.6725 -1.6441 -2.2440
C -1.1174 0.9066 -4.5690
C 0.8028 1.1884 -3.1573
C 4.5958 4.2363 2.0509
C -3.1294 1.0311 3.9301
C -5.1689 -5.0651 -3.8142
C -1.1521 -0.6085 -4.7158
C 0.7546 -3.5534 3.5974
C -3.1642 -1.2528 -2.3122
C 0.4464 3.7671 4.4027
C 4.2095 -3.9928 3.5192
C -2.7357 5.2262 1.5613
B 3.6299 -2.6239 -2.2631
B 3.7069 -2.3448 2.0299
B -4.4898 -3.0628 -2.8475
B 2.5226 4.3209 1.0988
H -3.8808 3.3968 1.0066
H -3.5941 5.8975 1.5389
H -1.0887 -2.3888 3.9040
H -0.6452 -1.0201 -3.8414
H 1.4962 4.0374 4.5350
H -2.6074 4.9589 2.6140
H 0.5331 -4.3047 4.3565
H 1.5844 -2.9890 4.0251
H -1.8385 5.7535 1.2429
H -1.3853 1.3396 -5.5297
H -2.1459 3.2647 0.9610
H 0.7725 2.2289 5.7697
H -0.1714 -1.8928 2.5594
H 0.2296 4.0131 3.3649
H 1.1730 -4.0432 2.7165
H -0.1645 4.3434 5.0983
H -1.7139 1.2727 -3.7345
H -0.6850 -1.0040 -5.6160
H 0.8230 1.7381 3.9800
H -2.1993 -0.9134 -4.7497

* spin multiplicity: 2
* LUMO energy (alpha / beta): 1.693 / 2.167 eV
* charge: -2
* energy relative to the best compared isomer or geometry (same formula, charge and spin): 0.00 kJ/mol
* expectation value of S²: 0.7704

Atomic partial charges in e from the Mulliken method, atoms 1 to 2: V 1.810; F -0.155

---

No. 2
An isolated molecule of C4H5N3. Source: OMol25; level of theory: ωB97M-V/def2-TZVPD.

Positions of all 12 atoms, in Å:
N -0.1599 -1.1215 -0.3917
N 0.6143 0.3929 -1.8898
N 0.3546 -0.2752 1.9632
C 0.4203 -0.8754 -1.5985
C -0.0033 1.1131 -0.9425
C -0.9578 0.4054 -0.0680
C 0.0518 -0.1708 0.6635
H 0.0597 2.1955 -0.9229
H -1.9875 0.6493 0.2111
H -0.3685 -0.0952 2.6460
H 1.1376 -0.8320 2.2650
H 0.6496 -1.6921 -2.2719

* LUMO energy: 0.665 eV
* energy relative to the best compared isomer or geometry (same formula, charge and spin): 453.54 kJ/mol

Atomic partial charges in e from the Mulliken method, atoms 1 to 2: N -0.411; N -0.517

---

No. 3
A structure of composition C4H7NO. Source: OMol25; level of theory: ωB97M-V/def2-TZVPD.

Positions of all 13 atoms, in Å:
O 1.0198 -0.3908 1.4411
N -0.5807 1.1998 -0.9717
C 0.1584 -0.3776 0.2566
C 0.3164 -1.7972 0.6049
C 0.6200 0.3314 -1.0171
C -1.0272 0.5863 0.3030
H -0.4826 -2.0136 1.3375
H 0.7092 -0.3331 -1.8860
H -0.9875 1.2890 1.1416
H -1.2177 1.0008 -1.7297
H 1.5478 0.9085 -0.9124
H -2.0118 0.1020 0.2845
H 1.9361 -0.5054 1.1478

* LUMO energy: 0.795 eV
* energy relative to the best compared isomer or geometry (same formula, charge and spin): 554.33 kJ/mol

Atomic partial charges in e from the Mulliken method, atoms 1 to 2: O -0.464; N -0.464

---

No. 4
A structure of composition C56H43ClN4O5P2Sr at a distorted geometry. Source: OMol25; level of theory: ωB97M-V/def2-TZVPD.

Positions of all 112 atoms, in Å:
Sr 0.8333 1.2290 -1.4060
Cl 5.7298 2.9629 -7.0392
P -1.0976 -2.9540 -0.8065
P 2.8169 0.2908 3.8780
O 0.0982 0.9105 -3.7290
O -1.4502 -1.0270 1.8646
O -1.7345 0.2323 -4.9220
O -5.2450 -0.6427 -1.3164
O -0.6414 0.7472 0.6308
N 1.5740 -1.2097 0.2329
N -1.0575 -0.4825 -1.5946
N -0.8901 3.4446 -2.3266
N 1.2153 3.8087 -0.5185
C -1.8841 3.3722 -3.2613
C -2.1255 -4.6740 2.7120
C -1.1998 -0.3732 0.8218
C 0.1595 1.0269 4.0186
C 0.2040 4.6675 -0.4895
C 0.7287 -3.0993 4.8030
C 2.6894 -3.1492 0.5735
C 0.7294 -3.0753 -1.2367
C -0.9151 0.2205 -3.9620
C 0.1404 5.6508 0.5139
C -0.8111 4.5305 -1.5016
C 2.9145 0.1149 -2.7002
C -0.9351 6.6361 0.4445
C -2.1290 -3.8172 1.6370
C 2.2732 4.8608 1.3926
C 1.6374 -2.5009 -0.1635
C 1.0896 -3.1994 6.1192
C -4.6083 -2.0335 -3.6322
C -2.8107 4.3896 -3.4645
C -0.9939 1.7354 4.5169
C -1.7777 6.6329 -0.6130
C 2.4912 -1.0594 1.2010
C 2.9705 -1.7526 5.6960
C 2.6944 0.2194 1.9543
C 1.1362 5.6238 1.5429
C -1.7224 -1.0453 -0.4586
C 0.5028 3.1080 5.7939
C 3.3513 1.1008 -3.6051
C -4.4875 -3.2791 -4.0693
C -2.0340 -3.1515 -2.3471
C 2.8393 1.1145 -4.9436
C -1.3066 -0.7915 -2.7997
C -1.3781 -4.2064 0.4451
C -2.6957 -4.3202 -2.6150
C 1.2340 -1.9964 4.0088
C -3.5921 -1.2677 -2.9159
C 1.4878 1.3832 4.3944
C -1.0167 -6.4331 1.5060
C 4.3964 2.0753 -3.3527
C 4.7055 2.3735 -5.7604
C 1.6420 2.3785 5.3705
C 2.2903 -2.6010 6.5311
C 3.2568 -2.2162 1.3943
C 2.2415 3.9650 0.3072
C -0.7922 2.7374 5.4444
C -2.2669 -1.9472 -3.1659
C -1.7824 5.5464 -1.5818
C 3.4848 1.7057 -6.0114
C -3.9894 -1.0579 -1.4535
C -0.8821 -5.5145 0.4126
C 5.1678 2.4990 -4.4180
C 2.3462 -1.3262 4.4718
C -3.2019 -1.1760 -0.3214
C -1.5755 -5.9781 2.6645
C -3.6554 -4.3451 -3.6649
C -2.7710 5.4748 -2.6108
H 4.1380 -2.4392 1.9320
H -1.5724 3.3315 5.8774
H -0.5215 -5.9348 -0.4637
H 0.5808 3.9526 6.4566
H 2.9353 -4.2288 0.5193
H 1.9996 0.4568 -5.1259
H -0.9050 7.3822 1.2583
H -0.0304 0.3254 3.1542
H 4.6485 2.2593 -2.3465
H 2.6598 2.6449 5.6802
H 2.3569 -0.6866 -3.1363
H 3.1571 5.0473 1.9858
H -0.0647 -3.6723 4.3265
H 3.5178 -0.0579 -1.8417
H -5.6407 -1.6170 -3.7712
H -1.8168 2.4829 -3.8679
H 3.0836 3.2602 0.1283
H 0.5584 -3.7871 6.8024
H 0.9905 -4.1647 -1.5287
H -2.5636 -5.2594 -2.0495
H -2.5459 7.4464 -0.6949
H -3.6368 -0.9081 0.5864
H 0.7996 -2.4066 -2.1406
H 2.7797 -2.8942 7.4681
H 3.9054 -1.4199 6.0915
H -5.1528 -3.6167 -4.8630
H -3.6578 4.2465 -4.1301
H -3.4812 -0.2350 -3.3666
H -2.2298 -2.1746 -4.2586
H 3.0833 1.7758 -6.9709
H -1.9897 1.4320 4.1868
H -1.6524 -6.6860 3.5081
H 3.5709 0.7749 1.6594
H -2.5362 -4.2908 3.6204
H -3.8575 -5.3281 -4.0776
H 6.1604 2.9317 -4.3263
H -5.6826 -0.3451 -0.5242
H 0.7841 -1.8467 3.0625
H 0.9720 6.2861 2.3967
H -0.5946 -7.4386 1.4462
H -3.5741 6.2212 -2.7074
H -2.4868 -2.8240 1.8327
H 1.8960 0.9386 1.6923

* LUMO energy: 3.156 eV
* charge: -2
* energy relative to the best compared isomer or geometry (same formula, charge and spin): 197.78 kJ/mol

Atomic partial charges in e from the Mulliken method, atoms 1 to 2: Sr 1.384; Cl -0.314

---

No. 5
A cluster of 2 separate species, C5H15N2O in total at a distorted geometry. Source: OMol25; level of theory: ωB97M-V/def2-TZVPD.

Positions of all 23 atoms, in Å:
O -0.7482 -1.7174 -0.6111
N -2.2123 3.4630 -0.3128
N -0.5729 0.4150 1.0738
C -1.2799 2.4602 0.0335
C 2.1428 -0.5454 -0.4749
C 1.5935 -1.7739 0.2763
C 0.5029 -2.5037 -0.4690
C -1.5656 1.3983 0.7859
H -3.1802 3.2085 -0.2795
H -0.3046 2.6781 -0.3903
H 2.8945 -0.0321 0.1874
H -2.4535 1.1535 1.2674
H 0.2430 -3.4626 0.1202
H -0.8448 -1.4712 -1.5626
H -0.6364 -0.4132 0.4401
H 2.7668 -0.9810 -1.3083
H 2.3676 -2.4619 0.5959
H 1.1973 -1.4205 1.2692
H -1.9881 3.8331 -1.2458
H -0.5183 0.1465 2.0465
H 0.3853 0.7272 0.8832
H 0.8222 -2.8397 -1.4898
H 1.3888 0.1391 -0.8353

* LUMO energy: -2.831 eV
* charge: +1
* energy relative to the best compared isomer or geometry (same formula, charge and spin): 179.86 kJ/mol

Atomic partial charges in e from the Mulliken method, atoms 1 to 2: O -0.622; N -0.518

---

No. 6
A cluster of 3 separate species, C3H7Br3N2O4 in total at a distorted geometry. Source: OMol25; level of theory: ωB97M-V/def2-TZVPD.

Positions of all 19 atoms, in Å:
Br -0.4266 -1.2185 -1.0704
Br -1.8472 1.7244 -0.2881
Br 0.6323 1.6424 -2.4204
O -6.0836 -1.5008 0.1260
O 3.0734 0.3787 0.7752
O 3.8987 0.3251 -1.1704
O -4.9991 -2.9540 1.2221
N -5.1007 -1.9664 0.5692
N 3.9657 0.6451 0.0014
C 5.0781 1.4335 0.5757
C -0.1626 0.7835 -0.8472
C -3.8572 -1.3447 0.2352
H 0.4968 0.9570 0.0032
H -3.4845 -0.8238 1.1172
H 5.9327 1.0418 0.0241
H -3.1072 -2.0582 -0.1061
H 4.8809 2.4581 0.2605
H -4.0016 -0.7203 -0.6464
H 5.1116 1.1973 1.6393

* LUMO energy: -0.662 eV
* structure (SMILES): C[N+](=O)[O-].C[N+](=O)[O-].BrC(Br)Br
* energy relative to the best compared isomer or geometry (same formula, charge and spin): 66.75 kJ/mol

Atomic partial charges in e from the Mulliken method, atoms 1 to 2: Br -0.033; Br -0.079

---

No. 7
A cluster of 4 separate species, C3H12O3 in total at a distorted geometry. Source: OMol25; level of theory: ωB97M-V/def2-TZVPD.

Positions of all 18 atoms, in Å:
O -0.0654 3.3028 -0.1921
O 1.3820 1.4227 -2.5567
O 1.3176 0.5870 1.9687
C -1.3756 -2.0857 -0.0388
C -1.4008 -0.8304 -0.4943
C -0.4795 -2.4232 1.0888
H 1.5131 0.8242 2.8835
H -0.6859 -0.1106 -0.1734
H -1.9945 -2.8304 -0.5407
H -0.7317 -3.2753 1.7195
H -0.6188 2.6397 -0.6399
H 0.6728 1.2845 1.7553
H 0.5391 -2.7668 0.8133
H 2.0980 1.3738 -1.9234
H 1.7768 1.8162 -3.3457
H -0.3594 -1.6221 1.8169
H -2.1709 -0.6025 -1.2111
H 0.5832 3.2962 -0.9298

* LUMO energy: 0.509 eV
* structure (SMILES): C=CC.O.O.O
* energy relative to the best compared isomer or geometry (same formula, charge and spin): 100.09 kJ/mol

Atomic partial charges in e from the Mulliken method, atoms 1 to 2: O -0.647; O -0.640

---

No. 8
A cluster of 2 separate species, C9H14 in total at a distorted geometry. Source: OMol25; level of theory: ωB97M-V/def2-TZVPD.

Positions of all 23 atoms, in Å:
C -1.4442 -0.0474 -0.1891
C -0.9572 0.8203 -2.4086
C 0.0020 1.7958 -0.4194
C -0.1688 1.7706 -1.8593
C 2.0402 -0.3530 3.0824
C 2.6007 -1.1473 1.9390
C -0.7011 0.9651 0.4250
C -1.6662 -0.0754 -1.6049
C -2.5636 -1.0675 -2.2634
H 0.7118 2.5551 -0.1173
H -1.9845 -1.5799 -3.0297
H 1.0286 -0.0598 2.8004
H -3.4214 -0.5556 -2.7167
H -1.0892 0.7208 -3.4801
H 2.6942 0.4461 3.3985
H 3.5817 -1.5980 2.0587
H 0.4469 2.4442 -2.4381
H -0.7476 1.0727 1.4955
H -3.0719 -1.7263 -1.5600
H 2.0012 -1.9774 1.5429
H 2.6647 -0.5264 1.0270
H -1.8798 -0.8767 0.3575
H 1.9235 -0.9999 3.9595

* spin multiplicity: 2
* LUMO energy (alpha / beta): -4.376 / -8.319 eV
* charge: +1
* energy relative to the best compared isomer or geometry (same formula, charge and spin): 44.95 kJ/mol
* expectation value of S²: 0.7671

Atomic partial charges in e from the Mulliken method, atoms 1 to 2: C -0.195; C -0.321